{
  "formula": "C39H84AlBeClF12N6O16PS4",
  "method": "ωB97M-V/def2-TZVPD",
  "total_energy_ha": -6917.98959,
  "multiplicity": 1,
  "orbital_gap_ev": 0.96,
  "homo_energy_ha": -0.188,
  "charge": -1,
  "elements": ["H", "C", "C", "H", "H", "H", "Cl", "C", "N", "H", "F", "F", "C", "H", "O", "H", "H", "H", "N", "N", "F", "C", "H", "F", "H", "F", "C", "H", "H", "S", "O", "F", "H", "H", "H", "C", "F", "C", "H", "C", "C", "H", "O", "H", "O", "H", "H", "Al", "O", "H", "P", "H", "H", "H", "H", "H", "H", "C", "C", "S", "C", "C", "S", "C", "C", "H", "C", "C", "C", "H", "H", "C", "O", "H", "H", "H", "H", "H", "C", "O", "H", "O", "C", "O", "C", "H", "C", "H", "C", "H", "H", "H", "H", "N", "H", "C", "C", "C", "O", "H", "H", "H", "C", "H", "S", "H", "H", "H", "H", "C", "O", "C", "H", "H", "O", "C", "H", "H", "O", "H", "O", "C", "C", "H", "F", "C", "H", "H", "H", "F", "H", "C", "O", "H", "F", "H", "H", "H", "H", "H", "O", "H", "C", "H", "H", "N", "F", "Be", "H", "H", "H", "H", "F", "C", "H", "H", "H", "H", "H", "N", "C", "H", "H", "H", "H"],
  "positions_angstrom": [[-5.9852, 1.3527, -1.7000], [-2.3338, 2.0204, -3.1894], [9.2387, 6.4225, 2.9191], [1.9439, 4.2098, 0.4138], [9.2868, -0.9240, 0.9918], [0.7064, -5.9826, 1.4981], [-8.0926, -12.8726, -2.8714], [0.2767, 2.9322, -3.3117], [-3.3060, -0.9091, 0.8096], [2.5418, 5.1959, -2.2003], [-4.2009, 3.2990, 2.6590], [-8.1926, -8.4571, -4.1894], [-5.2084, 0.5369, -1.3414], [-4.5812, 0.1652, -2.2782], [5.2350, -0.1809, 1.8644], [-4.1951, 3.1045, -2.2721], [5.0487, 0.1120, -1.1118], [3.0193, 3.4221, -2.6214], [-6.5374, -9.3832, -2.6827], [-4.4279, 1.2086, -0.2222], [-1.2551, -11.1688, -5.7855], [-6.6094, -5.4262, -3.4525], [3.5559, -2.2540, -2.9511], [-5.9547, 2.6304, 2.7579], [9.2573, 4.8672, 5.1598], [-4.6824, 5.0504, 3.8331], [7.8790, 3.7853, 3.8572], [-2.2260, 1.1307, -0.4712], [-5.4857, -2.3664, 2.1352], [-7.9496, 4.7440, -1.0591], [-4.4157, -10.8136, -3.1526], [-6.4787, 4.5647, 3.5736], [1.8954, -5.6574, 3.0262], [2.3521, -4.5946, -1.1133], [-4.2315, 0.7169, 1.9257], [0.7468, 3.7991, -2.0021], [0.0142, -9.5370, -3.6939], [3.9533, -4.7663, 0.6481], [-10.0368, 4.9989, 0.0803], [2.8439, 3.9623, -0.3075], [4.2167, -0.2148, -1.9015], [-2.3917, -3.5022, -1.2316], [7.2675, 0.7298, 3.0865], [-10.1635, 3.7996, -1.2332], [7.4481, -0.0569, 0.7216], [2.5598, -6.4688, -0.0165], [-2.3845, 2.7816, -4.1049], [-1.0635, -9.4999, -5.1362], [-8.1162, -10.8074, -4.1620], [3.2522, 0.4011, 0.6373], [-5.2637, 3.6063, 3.7564], [3.6260, 4.8508, -0.1556], [-7.4276, -4.9430, -4.1441], [-5.0999, 1.9121, 0.1819], [-0.5285, 1.4196, -1.8075], [10.3977, 7.5502, 4.3483], [5.4772, 5.6624, 2.6313], [8.3118, -1.1816, 0.5658], [-5.9015, -0.4468, 0.8393], [-5.5203, -10.5027, -2.2533], [1.6796, -5.4137, 1.8886], [-3.1143, 1.9014, -0.5365], [6.6543, -0.1736, 2.1408], [-4.3671, 0.1686, 0.8961], [9.1516, 7.2842, 6.4144], [-2.9187, -0.9240, -0.1705], [-5.3885, -2.2809, -1.2742], [-1.6290, -4.0940, -0.7214], [9.2635, 4.3450, 4.2039], [-0.3372, 3.6425, -4.0381], [0.2316, 4.8704, -2.1111], [-7.8699, 4.2969, -2.8104], [-4.4066, -4.5668, -2.4885], [8.2088, 6.2861, 2.5918], [-1.1968, 6.9599, 2.7615], [7.5761, 3.0669, 4.6269], [-4.3969, -2.0237, -1.8824], [4.7116, 2.4983, -0.4699], [-5.9870, -0.8250, -0.7627], [0.2084, -3.0197, 0.2255], [-1.4936, -5.0657, -1.2008], [-6.3207, -3.0036, -2.1641], [3.6492, 2.5764, 0.0684], [7.1083, -1.6956, 2.5123], [-5.7210, -4.2711, -2.6445], [1.8644, -0.2376, -1.6124], [2.7556, 1.2057, -0.0889], [5.2447, 3.9287, 2.9751], [-6.3470, -1.5612, 1.9624], [1.6416, 1.3356, 0.2977], [0.2563, 3.3278, -1.0265], [4.6446, 0.1427, -2.9538], [-6.7213, 0.4053, 0.9198], [-6.5337, -0.8301, 3.2889], [-8.3907, 3.3513, -2.9806], [9.3523, 7.4465, 4.0539], [-9.7560, 4.7732, -0.9508], [2.9309, -6.0249, 1.0014], [0.0809, -3.1364, -1.9708], [9.1110, 8.3467, 6.6804], [3.9128, 2.6616, 1.2297], [6.8246, -2.7544, 0.7822], [-3.1043, 2.7510, -1.9410], [8.6045, 6.7078, 7.1651], [-7.1777, -9.6931, -4.0831], [-6.5131, 0.2039, 3.0824], [3.5137, -6.7738, 1.6861], [-2.8881, 1.0399, -3.5384], [-5.0561, -2.9746, -0.3863], [2.7674, 0.5419, -1.5879], [9.8609, 5.1584, 3.1827], [-0.3096, 6.6860, 2.1810], [10.1886, 6.9341, 6.4122], [8.3612, -3.0981, 1.6239], [-5.1442, -10.4468, -0.8411], [7.6521, -2.3139, 1.3484], [5.1687, -2.3773, -1.9317], [0.2546, 5.9599, 2.7758], [8.5275, 7.0781, 5.1578], [6.5036, 4.4735, 1.8129], [6.9012, 4.8223, 3.8314], [3.2409, -2.4964, -0.7051], [-0.7510, 1.6822, -2.9315], [2.0777, -2.2630, -0.8332], [-2.6757, -8.8505, -4.6644], [-0.6698, 6.1443, 0.8600], [0.3104, 7.5845, 2.0944], [-7.3314, -2.1442, 1.6905], [2.5459, 1.2991, -2.4647], [-6.0602, 2.9085, 4.8994], [-2.5236, 3.7666, -1.7063], [2.3609, 4.0597, -1.8812], [-7.4704, 3.5622, -0.2700], [-10.1485, 5.5502, -1.6112], [-4.2041, 3.1853, 4.8187], [-2.9573, 2.7048, 0.3328], [-7.0678, -6.2335, -2.7159], [9.7750, 6.8318, 2.0532], [-5.8500, -5.9873, -4.1452], [8.9902, 8.4229, 3.6953], [-6.3609, -9.4599, -5.2683], [-8.3214, 5.0887, -3.4125], [3.3861, -4.1302, -0.7816], [-0.4664, 0.7704, -3.6380], [5.0415, -5.1580, 0.4615], [-0.3414, -3.3564, -0.8296], [-6.3836, -11.8434, -2.2878], [3.0074, -2.9263, 1.9917], [-5.6737, -1.0273, 3.8732], [-7.0898, -0.7661, -1.1520], [4.1751, -4.3828, -1.6084], [-6.8194, 4.1855, -3.0916], [-0.3375, -8.4433, -6.4012], [5.9869, 4.7011, 2.7557], [-3.7027, -1.8627, 0.9793], [3.9652, -3.9674, 1.5115], [1.1790, 2.5170, -3.9666], [8.4315, -1.4267, -0.4929], [3.5980, -2.0201, 0.3052], [-0.9545, 5.7163, -0.1837], [4.1046, -1.8498, -1.9747], [-1.8784, -4.2164, 0.3347], [7.9318, 3.2584, 2.8963], [9.9417, 3.4944, 4.3321], [1.6079, -4.2485, 1.7251]],
  "forces_ev_per_angstrom": [[1.57, -1.87, 0.64], [-0.03, 0.37, -0.44], [0.34, 0.05, -0.02], [1.74, -0.83, -1.47], [-0.06, -0.08, -0.05], [1.89, 1.59, 1.19], [-1.10, -0.68, -0.24], [-0.76, 0.01, -0.58], [-0.73, 0.73, -1.90], [-0.38, -2.49, 0.57], [5.41, 1.04, -2.86], [0.36, -0.35, 0.89], [-1.48, -1.21, -2.68], [-0.83, 1.29, 2.20], [1.86, 0.30, 0.44], [2.26, -0.99, 0.85], [-1.95, -0.80, -1.48], [-1.41, 1.02, 1.67], [-0.44, -0.90, 0.01], [-0.37, -1.02, 0.64], [0.30, 2.02, 0.77], [0.16, 0.63, -0.14], [1.20, 1.11, 1.98], [-4.58, -3.96, -1.65], [-0.24, 0.09, -0.04], [4.63, 3.24, 1.08], [0.22, 0.41, 0.28], [-1.98, 1.47, -0.26], [-1.87, 1.52, -0.62], [0.07, -0.25, 0.27], [-2.68, 0.66, 0.95], [-5.45, 0.37, -1.55], [-0.71, 0.74, -2.38], [2.17, 0.86, 0.87], [-0.15, -0.65, -2.21], [-0.64, 0.63, -0.70], [-1.18, 0.12, -1.64], [-0.97, -2.00, -2.43], [0.18, -0.03, -0.11], [1.37, 0.53, -0.62], [0.35, 0.00, -0.68], [0.13, -0.29, -0.16], [-1.05, -1.18, -1.11], [0.12, 0.04, 0.02], [-0.77, -0.23, 0.73], [0.89, 0.61, 2.16], [0.05, -1.69, 1.91], [-0.27, -0.16, -0.04], [0.62, -0.19, 0.66], [-1.14, 1.68, -1.59], [-0.37, 0.95, 1.37], [-1.61, -1.89, -0.17], [1.49, -0.90, 1.67], [0.83, -0.38, -0.33], [-0.52, 0.19, -2.20], [0.10, -0.07, 0.09], [0.05, -0.14, 0.15], [0.58, -0.41, 0.13], [-0.79, -0.37, -1.28], [6.15, 0.51, 1.79], [0.38, -1.56, -0.53], [1.58, 1.79, 0.20], [-0.31, 0.19, 0.23], [-1.64, -1.04, 3.29], [-0.39, 0.05, -0.17], [-0.45, -0.15, 1.33], [1.94, 1.03, 0.16], [-0.19, -0.11, 0.24], [-0.08, -0.15, -0.20], [1.36, -1.40, 1.42], [1.17, -2.50, 0.41], [-0.01, -0.14, -0.07], [-8.17, 2.64, -0.37], [-0.10, 0.07, 0.29], [0.01, -0.18, -0.29], [0.20, -0.16, -0.07], [-2.02, -0.78, 1.16], [-2.50, 0.17, 0.84], [-0.66, 0.61, 0.10], [-0.53, -0.21, -1.37], [-0.13, 0.24, -0.12], [2.24, -2.53, -0.06], [-0.44, 0.14, 1.31], [0.09, 1.11, -0.06], [5.48, -1.76, 0.25], [2.09, 1.51, -0.08], [0.57, -0.58, 0.15], [-0.05, -0.07, -0.19], [1.13, 0.04, 0.16], [2.32, 0.05, -0.88], [1.35, 0.88, -1.99], [-0.99, -0.68, 2.20], [1.92, -1.35, 0.13], [1.64, 0.11, -0.93], [0.00, 0.07, 0.09], [-0.79, -0.22, -0.25], [-0.06, -0.11, 0.03], [0.70, 1.28, 0.99], [-0.38, -0.13, 1.82], [0.18, -0.04, 0.13], [-0.52, -0.20, -2.44], [0.10, -0.01, -0.04], [0.37, 0.69, -0.17], [-0.04, 0.11, -0.13], [0.03, 2.41, -4.53], [-0.10, -1.32, 0.60], [-1.27, 1.08, -1.62], [1.01, 1.91, 0.82], [-0.92, 1.32, -1.70], [-0.25, -0.46, -0.07], [-0.38, 0.17, 0.26], [0.06, 0.10, 0.24], [0.04, 0.07, -0.02], [-0.15, 0.23, 0.20], [-1.60, 0.55, -2.10], [-0.11, -0.20, -0.67], [-2.06, 1.31, -0.20], [-0.15, -0.03, -0.29], [0.60, -0.13, 0.16], [-0.08, -0.08, 0.09], [0.12, -0.05, -0.51], [-0.67, -0.17, -1.66], [0.56, 0.10, -0.49], [2.89, -0.24, 0.41], [2.03, -0.64, -0.56], [-0.33, -0.47, -1.10], [-0.12, -0.19, -0.24], [1.98, 1.34, 0.16], [0.46, -1.36, 2.01], [-5.12, -1.30, 2.08], [-1.18, -2.26, -0.43], [-0.30, 1.20, 0.45], [-0.11, 0.16, -0.61], [0.12, -0.03, 0.05], [5.63, -0.71, 1.08], [-0.41, -2.02, -1.71], [0.95, 2.03, -1.39], [0.09, -0.08, 0.19], [-1.29, 1.22, 1.54], [0.24, -0.10, -0.15], [-1.04, -0.90, 2.42], [0.05, -0.03, 0.09], [0.47, 0.76, 0.44], [-0.64, 1.80, 1.72], [-1.94, 0.95, 0.68], [0.56, 0.31, -0.28], [-0.38, -1.08, 0.20], [-0.92, 1.47, 0.89], [-1.45, 0.52, -0.83], [2.04, -0.13, 0.86], [-1.57, 0.37, 1.52], [-0.11, 0.08, 0.14], [-0.80, -1.20, 1.50], [0.06, 0.15, 0.23], [0.19, 1.37, -0.20], [1.06, -1.99, -1.32], [-1.80, 0.86, 1.63], [-0.21, 0.21, 0.15], [-0.34, -0.72, -1.65], [0.31, 0.79, 1.83], [-0.44, -0.53, 0.85], [0.22, 0.08, -0.21], [-0.04, 0.12, 0.09], [-0.05, 0.04, -0.20], [-0.40, -2.18, 0.31]]
}